[1]
C6H10O | ωB97M-V/def2-TZVPD

Last column: natural (NBO) charge in e.
Geometry (Å):
C (2.474, 0.440, 0.519)  -0.647
C (1.645, -0.745, 0.119)  -0.271
C (0.340, -0.886, 0.338)  0.118
O (-0.406, 0.034, 1.008)  -0.523
C (-1.812, 0.019, 0.810)  0.054
C (-2.421, 0.220, -0.523)  -0.187
C (-2.507, -0.981, -0.027)  -0.209
H (3.372, 0.126, 1.064)  0.213
H (1.904, 1.120, 1.157)  0.224
H (2.812, 1.002, -0.362)  0.213
H (2.142, -1.568, -0.389)  0.203
H (-0.197, -1.777, 0.014)  0.171
H (-2.255, 0.433, 1.715)  0.181
H (-2.628, 0.905, -1.332)  0.232
H (-2.839, -2.003, -0.139)  0.230
H (0.346, 2.300, -1.054)  0.000
H (-0.191, 1.866, -0.784)  -0.003

Properties
ΔE to the lowest compared entry with this formula, charge and spin, kcal per mole: 92.0
Maximum force, eV Å⁻¹: 0.30
Frontier orbital gap, eV: 9.48
SMILES string: C/C=C\OC1C=C1.[H][H]
HOMO, Eh: -0.3054
Electronic energy, Eh: -309.69569
Net charge: 0

***

[2]
C40H78CaN3O5P | ωB97M-V/def2-TZVPD

Last column: Löwdin charge in e.
Geometry (Å):
Ca (-0.121, -0.302, -0.149)  1.403
C (-0.390, -3.108, -1.881)  -0.079
N (-1.119, -1.841, -1.819)  -0.325
C (-1.163, -1.255, -3.161)  -0.071
C (-2.472, -2.076, -1.304)  -0.168
C (-3.161, -0.783, -0.863)  -0.131
N (-2.316, -0.005, 0.049)  -0.265
C (-2.553, -0.358, 1.466)  -0.136
C (-2.475, -1.828, 1.808)  -0.148
C (-3.634, -2.433, 2.266)  0.004
C (-3.647, -3.749, 2.701)  -0.175
C (-2.428, -4.408, 2.670)  -0.002
C (-1.231, -3.863, 2.211)  -0.076
C (-1.234, -2.522, 1.735)  -0.298
O (-0.191, -1.894, 1.222)  -0.329
C (-0.010, -4.792, 2.357)  -0.524
C (1.280, -4.268, 1.724)  -0.060
C (0.267, -4.974, 3.859)  -0.038
C (-0.299, -6.159, 1.712)  -0.047
C (-4.891, -4.451, 3.235)  -0.560
C (-5.125, -5.758, 2.463)  -0.049
C (-6.148, -3.589, 3.086)  -0.070
C (-4.686, -4.757, 4.726)  -0.045
C (-2.582, 1.442, -0.093)  -0.134
C (-2.392, 1.978, -1.491)  -0.147
C (-3.501, 2.514, -2.127)  0.002
C (-3.414, 3.081, -3.387)  -0.173
C (-2.155, 3.091, -3.968)  -0.006
C (-0.998, 2.590, -3.375)  -0.075
C (-1.106, 1.979, -2.093)  -0.288
O (-0.095, 1.429, -1.429)  -0.349
C (0.285, 2.808, -4.206)  -0.522
C (0.131, 2.112, -5.569)  -0.042
C (0.475, 4.322, -4.410)  -0.045
C (1.591, 2.285, -3.601)  -0.054
C (-4.602, 3.706, -4.113)  -0.559
C (-4.321, 5.200, -4.333)  -0.046
C (-5.901, 3.576, -3.313)  -0.070
C (-4.804, 3.012, -5.467)  -0.047
H (-0.876, -3.821, -2.562)  0.097
H (-0.349, -3.548, -0.884)  0.069
H (0.625, -2.919, -2.229)  0.086
H (-1.723, -1.898, -3.857)  0.099
H (-0.146, -1.139, -3.534)  0.085
H (-1.630, -0.271, -3.136)  0.079
H (-2.394, -2.740, -0.446)  0.108
H (-3.101, -2.569, -2.062)  0.132
H (-4.119, -1.042, -0.393)  0.136
H (-3.367, -0.172, -1.741)  0.113
H (-3.546, 0.009, 1.759)  0.128
H (-1.808, 0.174, 2.061)  0.108
H (-4.536, -1.834, 2.294)  0.104
H (-2.401, -5.422, 3.046)  0.096
H (1.596, -3.349, 2.210)  0.058
H (1.146, -4.096, 0.656)  0.072
H (2.068, -5.013, 1.854)  0.092
H (0.478, -4.006, 4.316)  0.085
H (1.127, -5.631, 4.016)  0.086
H (-0.589, -5.406, 4.377)  0.077
H (-0.620, -6.030, 0.676)  0.088
H (-1.071, -6.718, 2.239)  0.072
H (0.603, -6.775, 1.718)  0.083
H (-5.255, -5.549, 1.400)  0.089
H (-6.023, -6.258, 2.831)  0.083
H (-4.286, -6.446, 2.569)  0.074
H (-6.316, -3.321, 2.042)  0.086
H (-6.077, -2.677, 3.680)  0.083
H (-7.017, -4.149, 3.437)  0.083
H (-3.849, -5.440, 4.874)  0.077
H (-5.582, -5.211, 5.155)  0.083
H (-4.471, -3.836, 5.271)  0.089
H (-1.905, 1.965, 0.581)  0.109
H (-3.613, 1.654, 0.224)  0.130
H (-4.449, 2.481, -1.605)  0.105
H (-2.067, 3.531, -4.953)  0.096
H (-0.698, 2.516, -6.149)  0.074
H (-0.046, 1.044, -5.425)  0.083
H (1.044, 2.234, -6.156)  0.086
H (-0.382, 4.781, -4.900)  0.072
H (1.359, 4.512, -5.023)  0.083
H (0.611, 4.815, -3.445)  0.089
H (1.618, 1.199, -3.609)  0.069
H (1.738, 2.643, -2.585)  0.067
H (2.425, 2.642, -4.209)  0.088
H (-4.125, 5.691, -3.379)  0.090
H (-5.178, 5.687, -4.804)  0.083
H (-3.451, 5.346, -4.975)  0.076
H (-5.830, 4.098, -2.358)  0.085
H (-6.143, 2.528, -3.126)  0.085
H (-6.725, 4.016, -3.876)  0.083
H (-3.919, 3.107, -6.098)  0.074
H (-5.650, 3.453, -5.998)  0.083
H (-5.001, 1.949, -5.318)  0.089
O (-0.168, 1.650, 1.863)  -0.146
H (0.233, 1.565, 2.731)  0.011
H (0.381, 2.318, 1.377)  -0.010
O (1.655, -0.529, -1.826)  -0.143
H (2.374, -0.307, -1.219)  0.033
H (1.138, 0.305, -1.914)  -0.021
O (2.440, -1.587, 0.572)  -0.140
H (1.553, -1.818, 0.926)  -0.023
H (2.779, -2.402, 0.187)  0.070
N (1.388, 3.248, 0.208)  0.051
H (2.366, 2.999, 0.111)  0.023
H (1.295, 4.228, -0.032)  0.044
H (0.874, 2.705, -0.497)  -0.002
C (5.055, 0.997, 0.864)  -0.161
C (4.470, 0.202, 2.033)  -0.423
P (2.671, 0.637, 2.218)  0.978
C (2.892, 2.197, 3.244)  -0.413
C (3.704, 2.118, 4.536)  -0.151
C (2.061, -0.513, 3.568)  -0.394
C (3.077, -1.461, 4.199)  -0.150
H (6.119, 0.796, 0.742)  0.069
H (4.933, 2.071, 1.020)  0.056
H (4.547, 0.731, -0.066)  0.055
H (5.030, 0.403, 2.945)  0.060
H (4.536, -0.863, 1.820)  0.059
H (1.894, 2.575, 3.483)  0.060
H (3.340, 2.944, 2.584)  0.060
H (3.342, 1.330, 5.198)  0.057
H (3.627, 3.064, 5.075)  0.070
H (4.760, 1.942, 4.337)  0.060
H (1.255, -1.097, 3.116)  0.041
H (1.603, 0.112, 4.340)  0.073
H (3.503, -2.126, 3.448)  0.061
H (2.588, -2.080, 4.955)  0.069
H (3.893, -0.922, 4.680)  0.060

Properties
ΔE to the lowest compared entry with this formula, charge and spin, kcal per mole: 10.0
Maximum force, eV Å⁻¹: 1.90
Frontier orbital gap, eV: 7.93
HOMO, Eh: -0.2711
Electronic energy, Eh: -3130.57164
Net charge: 0

***

[3]
C4H12N2 | ωB97M-V/def2-TZVPD

Last column: natural (NBO) charge in e.
Geometry (Å):
C (-0.011, 2.591, 0.837)  -0.549
C (0.575, 2.576, -0.367)  0.032
N (0.690, 1.481, -1.214)  -0.819
H (-0.435, 3.498, 1.247)  0.202
H (0.060, 1.762, 1.534)  0.201
H (0.972, 3.499, -0.781)  0.182
H (0.392, 1.700, -2.155)  0.367
H (0.119, 0.689, -0.938)  0.378
C (0.534, -2.409, 0.843)  -0.421
N (0.326, -1.325, -0.104)  -0.614
C (-1.104, -1.193, -0.347)  -0.436
H (-0.133, -3.273, 0.769)  0.167
H (0.336, -1.971, 1.828)  0.191
H (1.552, -2.786, 0.919)  0.206
H (0.727, -1.574, -1.004)  0.350
H (-1.573, -0.726, 0.528)  0.194
H (-1.292, -0.457, -1.129)  0.190
H (-1.735, -2.082, -0.466)  0.179

Properties
ΔE to the lowest compared entry with this formula, charge and spin, kcal per mole: 50.1
Maximum force, eV Å⁻¹: 1.77
Frontier orbital gap, eV: 8.86
SMILES string: C=CN.CNC
HOMO, Eh: -0.2884
Electronic energy, Eh: -269.03648
Net charge: 0

***

The evaluated LUMO energy for the records listed, in turn: 1.168; 0.557; 1.011 eV.